Below is one molecule with the formula C10H13N3, with properties calculated with the ωB97M-V functional and the def2-TZVPD basis.

CARTESIAN COORDINATES (ANGSTROEM)
C -1.621 -0.249 -2.556
C -0.628 0.188 -1.770
C -0.489 -0.463 -0.578
N 0.658 -0.256 0.100
C 0.783 -0.783 1.428
C 1.405 0.354 2.177
C 2.547 0.455 1.134
C 1.609 0.819 0.001
C 0.783 2.028 0.553
N 0.648 1.650 2.001
C -1.415 -1.426 -0.074
C -2.510 -1.646 -1.017
N -2.607 -1.095 -2.209
H -1.469 0.011 -3.686
H 0.154 0.870 -2.047
H -0.191 -0.907 1.963
H 1.208 -1.888 1.464
H 1.751 0.294 3.284
H 2.995 -0.566 1.079
H 3.389 1.115 1.219
H 2.115 1.017 -0.994
H -0.162 2.221 -0.157
H 1.530 2.875 0.576
H -0.490 1.649 2.146
H -1.289 -1.954 0.817
H -3.219 -2.507 -0.696

Calculated values
- orbital gap (eV) = 8.822
- LUMO level (eV) = 0.71
- energy relative to the best compared isomer or geometry (same formula, charge and spin) (kJ/mol) = 284.65
- highest occupied orbital energy (eV) = -8.1